Entry 1:
19
Properties=species:S:1:pos:R:3:forces:R:3:lowdin_charge:R:1 method="wB97M-V/def2-TZVPD" e_homo_ev=-6.88 de_lowest_kcal_mol=96.0 total_energy_ev=-13722.953 total_charge=0 molar_mass_g_mol=103.24 homo_lumo_gap_ev=7.76
C -1.0243 -2.1525 -1.0540 1.152 0.721 2.081 -0.1525
C 0.3788 -1.9006 1.0122 3.807 0.956 -1.014 -0.1836
C 1.8531 2.7660 -0.6821 0.776 -0.929 -2.114 -0.2033
C 0.1452 -1.4205 -0.4082 -3.907 1.409 2.252 -0.3187
N 0.7556 2.3339 0.1988 0.711 0.889 -2.217 -0.2957
Si -0.5939 1.3727 -0.1917 0.635 -2.622 -2.105 0.6748
H -0.9361 -2.1015 -2.0663 0.543 -0.669 -3.130 0.0264
H -1.0675 -3.1601 -0.6244 -0.398 0.061 -0.447 0.0798
H -1.9065 -1.5716 -0.9334 -1.133 -0.034 0.865 0.0465
H 1.0010 -1.0283 1.4482 -1.535 -1.425 0.448 0.0718
H 1.2495 -2.7135 0.9591 -2.177 0.912 0.315 0.1060
H -0.5619 -2.2244 1.4529 0.490 0.161 0.617 0.0615
H 2.6663 1.9996 -0.8679 -0.931 0.159 0.496 0.0720
H 1.5756 2.9972 -1.7875 -0.115 0.071 2.164 0.0969
H 2.4189 3.5713 -0.2178 -0.399 0.453 -0.218 0.0589
H 1.0015 -1.2802 -0.9279 2.465 0.291 -1.818 0.0111
H 1.1650 2.2193 1.0779 0.131 -0.276 1.753 0.0316
H -1.3095 1.7561 -1.5399 0.733 -0.112 1.233 -0.0709
H -1.4391 1.4681 0.9472 -0.847 -0.018 0.837 -0.1126



Entry 2:
150
Properties=species:S:1:pos:R:3:forces:R:3:lowdin_charge:R:1 method="wB97M-V/def2-TZVPD" e_homo_ev=-7.72 total_energy_ev=-117143.356 smiles="C#CCN1c2cc(CCCCN)c(N(C(=O)F)C(=O)F)c(CCCC(=O)OCC)c2Sc2cc(CCCCCOC(C)=O)cc(P(O)I)c21.CCCC#N.CCCC#N.CCCC#N.CCCC#N.CCCC#N" total_charge=0 molar_mass_g_mol=1177.19 homo_lumo_gap_ev=7.95
C 1.7423 5.2650 4.1002 0.341 -0.190 -0.087 0.1294
C 2.3132 4.4669 3.4090 -0.316 0.318 -0.036 -0.1006
C 2.9319 3.5399 2.4690 -0.117 -0.356 0.365 -0.1669
N 1.9279 2.6428 1.8128 0.392 0.641 -0.418 -0.0461
C 0.8653 3.4100 1.2074 -0.249 -0.141 0.166 -0.2120
C -0.3083 3.5615 1.9237 0.122 -0.100 0.037 0.0273
C -1.3472 4.3233 1.4304 -0.356 0.042 0.290 -0.1403
C -2.5854 4.4019 2.2934 -0.205 -0.089 -0.232 -0.1258
C -3.5876 3.2428 2.1006 0.073 -0.115 0.565 -0.1855
C -2.9976 1.8512 1.8540 -0.983 0.052 -0.072 -0.2138
C -3.9885 0.7720 2.3018 0.621 -0.099 0.115 -0.2846
N -3.5199 -0.5949 2.0371 -0.118 0.119 -0.234 0.0012
C -1.1960 4.9558 0.2007 -0.066 0.259 -0.388 -0.1006
N -2.2959 5.7779 -0.3186 0.016 -0.918 1.694 0.1417
C -3.4892 5.1050 -0.5774 -0.487 0.516 -0.522 -0.4972
O -4.5786 5.5476 -0.6983 0.314 -0.275 0.355 0.2043
F -3.2427 3.7883 -0.7665 0.133 0.205 -0.167 0.1223
C -2.4613 7.0436 0.2932 -0.232 0.865 -0.956 -0.4654
O -3.0392 7.9600 -0.1753 0.013 -0.310 0.336 0.2182
F -1.8129 7.1511 1.4598 0.153 -0.141 -0.184 0.1490
C -0.0414 4.8502 -0.5581 0.217 -0.273 0.026 -0.1252
C 0.2771 5.5114 -1.8850 -0.193 0.276 0.143 -0.1652
C -0.7291 6.3643 -2.6646 0.213 -0.114 -0.612 -0.1516
C -1.5978 5.5257 -3.6273 0.197 0.091 0.323 -0.0749
C -3.0748 5.8075 -3.5155 -0.160 -0.198 -0.022 -0.4881
O -3.5107 6.8068 -3.0336 -0.033 0.424 -0.204 0.1482
O -3.9384 4.9133 -4.0761 0.189 0.031 0.235 -0.0020
C -3.7271 3.5204 -3.8412 -0.087 -0.694 -0.072 -0.2409
C -5.0749 2.8530 -3.5457 0.195 0.134 -0.421 -0.0456
C 0.9796 4.0395 -0.0218 0.250 -0.001 -0.229 -0.3533
S 2.4720 3.8399 -0.9509 0.036 0.032 -0.098 1.0835
C 2.9427 2.2290 -0.4108 -0.210 0.504 -0.098 -0.4198
C 3.6431 1.4277 -1.3063 0.167 -0.384 0.090 -0.0442
C 4.1010 0.1816 -0.9067 0.008 0.039 0.099 -0.1891
C 4.9029 -0.7704 -1.7701 0.100 0.483 -0.102 -0.1408
C 5.0221 -0.4195 -3.2569 -0.187 -0.675 -0.073 -0.1929
C 3.9548 -1.1539 -4.0819 0.521 -0.030 0.068 -0.1981
C 4.3063 -2.6521 -4.2192 -0.599 0.242 -0.011 -0.1664
C 3.1196 -3.5247 -3.8669 0.243 0.687 0.164 -0.1768
O 2.0637 -3.2249 -4.8155 0.133 -0.562 -0.149 -0.0379
C 0.8201 -3.5816 -4.4109 -0.018 -0.019 -0.200 -0.5494
C 0.1944 -4.6466 -5.2691 0.107 0.278 0.170 0.0315
O 0.2671 -3.0650 -3.4828 -0.044 0.050 0.365 0.1128
C 3.8247 -0.2187 0.3985 0.086 0.045 0.046 -0.0442
C 3.1105 0.5755 1.2806 -0.431 -0.681 -0.143 -0.3650
P 2.9043 0.0162 3.0018 0.590 0.944 0.732 0.5316
O 3.6724 -1.4395 2.9061 -0.335 -0.128 -0.142 -0.4133
I 0.5714 -0.6377 3.3179 -0.254 -0.152 -0.312 0.4258
C 2.6402 1.8248 0.8746 0.123 -0.483 0.091 -0.2846
H 1.2892 5.9921 4.7271 -0.085 -0.004 0.039 0.0270
H 3.6081 2.8834 3.0185 0.091 -0.001 -0.031 0.1045
H 3.5169 4.0869 1.7251 -0.020 0.119 -0.023 0.1172
H -0.4194 3.1020 2.8987 0.173 -0.035 -0.139 0.0832
H -3.1438 5.3297 2.1824 0.100 0.124 -0.130 0.1077
H -2.2366 4.3962 3.3217 -0.014 -0.075 0.060 0.0890
H -4.3116 3.4775 1.3216 0.022 -0.017 -0.082 0.0968
H -4.1749 3.1975 3.0231 -0.018 0.044 0.053 0.1096
H -2.0752 1.6833 2.4027 0.195 0.107 -0.206 0.0618
H -2.8734 1.7287 0.7754 0.540 -0.062 0.000 0.1080
H -4.9550 0.9267 1.8212 -0.108 -0.056 0.028 0.1103
H -4.1138 0.8588 3.3825 -0.240 0.033 0.028 0.1072
H -2.6964 -0.7848 2.5993 -0.051 -0.013 0.097 0.0108
H -3.1888 -0.6307 1.0773 -0.013 -0.028 -0.047 0.0548
H 1.1666 6.1239 -1.7152 0.039 0.037 0.055 0.1106
H 0.6157 4.7165 -2.5521 0.099 -0.049 -0.055 0.0870
H -1.3479 7.0334 -2.0777 0.013 -0.054 0.053 0.0932
H -0.1251 7.0081 -3.3039 0.063 0.148 0.103 0.1147
H -1.3419 5.7813 -4.6584 -0.061 -0.057 -0.079 0.1350
H -1.3497 4.4717 -3.5199 -0.201 -0.123 -0.011 0.1054
H -3.0407 3.3429 -3.0158 -0.010 0.225 0.023 0.0937
H -3.2788 3.0587 -4.7213 0.085 0.151 -0.204 0.1081
H -5.8464 3.6154 -3.6101 -0.113 -0.015 0.203 0.0853
H -5.0890 2.3737 -2.5717 -0.074 0.081 0.112 0.0693
H -5.2959 2.1056 -4.3061 -0.057 -0.093 0.040 0.0676
H 3.8215 1.7859 -2.3079 -0.108 0.093 -0.069 0.0871
H 5.9048 -0.8482 -1.3428 0.003 0.022 0.141 0.1229
H 4.4519 -1.7575 -1.6555 0.054 -0.113 -0.055 0.1107
H 5.9898 -0.7848 -3.6058 0.125 0.212 -0.068 0.1082
H 4.9921 0.6508 -3.4384 0.038 0.091 0.056 0.0944
H 2.9839 -1.0500 -3.5966 -0.124 0.154 -0.108 0.1029
H 3.9012 -0.7092 -5.0742 -0.227 0.091 -0.011 0.1016
H 4.6114 -2.8632 -5.2438 0.183 -0.131 0.015 0.1176
H 5.1222 -2.9114 -3.5451 0.088 -0.141 -0.042 0.1117
H 3.3815 -4.5829 -3.8763 -0.300 0.172 -0.222 0.0668
H 2.7717 -3.2309 -2.8737 -0.098 -0.165 0.078 0.1231
H 0.9083 -5.4525 -5.4206 -0.008 -0.070 -0.079 0.0757
H -0.7035 -4.9969 -4.7721 -0.114 -0.078 -0.139 0.0862
H -0.0420 -4.2067 -6.2371 -0.048 -0.090 -0.100 0.0871
H 4.1956 -1.1696 0.7543 -0.032 -0.102 -0.079 0.1037
H 3.1408 -2.1163 3.3410 0.110 -0.099 0.049 0.0175
C 0.8379 -0.6498 -7.1749 -0.008 0.013 0.039 -0.0969
C -0.4109 -0.4057 -6.3358 0.114 -0.141 -0.144 -0.2485
C -0.4787 1.0149 -5.7641 -0.229 -0.222 -0.026 -0.1834
C 0.6206 1.2756 -4.8394 0.044 0.123 -0.099 -0.2120
N 1.5110 1.4678 -4.1423 0.099 0.034 0.123 0.1863
H 1.7438 -0.5451 -6.5757 -0.014 -0.001 0.010 0.0619
H 0.8301 -1.6587 -7.5877 0.027 -0.004 -0.004 0.0696
H 0.8945 0.0529 -8.0087 0.004 0.005 -0.003 0.0771
H -0.4493 -1.1283 -5.5179 -0.033 0.065 0.057 0.0989
H -1.2998 -0.5693 -6.9483 -0.039 0.054 0.034 0.1095
H -1.4208 1.1542 -5.2335 -0.004 0.052 0.083 0.1061
H -0.4536 1.7537 -6.5678 0.092 0.017 0.022 0.1227
C 1.7096 -8.5203 -4.1042 0.025 -0.020 -0.004 -0.1093
C 2.7847 -9.2215 -3.2826 -0.155 0.034 -0.146 -0.2581
C 3.3186 -8.3535 -2.1382 0.024 -0.284 0.011 -0.1847
C 3.9879 -7.1503 -2.6271 -0.049 0.073 0.086 -0.2013
N 4.4957 -6.2002 -3.0238 0.169 -0.248 0.069 0.1692
H 2.1043 -7.6261 -4.5897 0.009 0.014 0.024 0.0604
H 1.3322 -9.1810 -4.8840 -0.013 0.010 -0.008 0.0744
H 0.8657 -8.2251 -3.4773 0.002 0.016 -0.002 0.0779
H 3.6086 -9.5176 -3.9337 0.047 0.002 0.049 0.1129
H 2.3748 -10.1367 -2.8530 0.041 0.004 0.058 0.1085
H 4.0281 -8.9232 -1.5363 0.049 0.066 0.008 0.1192
H 2.5038 -8.0601 -1.4737 0.004 0.091 -0.023 0.1221
C -0.4023 0.6687 7.8125 -0.210 0.408 0.008 -0.1369
C -0.8857 2.0821 8.1264 0.094 -0.221 -0.006 -0.2529
C -2.1283 2.4908 7.3243 0.126 0.132 0.282 -0.1805
C -1.8572 2.5350 5.8904 -0.118 -0.116 -0.053 -0.1689
N -1.6354 2.5483 4.7642 -0.004 -0.050 0.212 0.2120
H -0.0994 0.5707 6.7696 0.002 -0.038 -0.007 0.0518
H 0.4547 0.4170 8.4265 0.046 -0.024 0.014 0.0476
H -1.1881 -0.0633 8.0105 0.019 -0.030 -0.014 0.0719
H -0.0800 2.7939 7.9367 -0.045 0.055 -0.017 0.1117
H -1.1300 2.1549 9.1881 -0.058 0.066 -0.013 0.1061
H -2.4732 3.4769 7.6407 -0.018 0.019 -0.084 0.1175
H -2.9477 1.7939 7.5102 0.014 -0.051 -0.100 0.1217
C -1.6773 -4.2940 6.9210 0.021 -0.009 0.037 -0.1142
C -0.5897 -4.9099 7.7923 -0.177 0.004 -0.157 -0.2625
C -0.0702 -3.9447 8.8621 0.036 -0.266 0.034 -0.1902
C 0.5818 -2.7726 8.2806 -0.042 0.068 0.044 -0.2076
N 1.0823 -1.8500 7.8156 0.161 -0.278 -0.034 0.1711
H -1.3070 -3.4363 6.3605 0.006 0.029 -0.023 0.0574
H -2.0453 -5.0179 6.1959 -0.016 0.011 -0.031 0.0676
H -2.5242 -3.9670 7.5291 0.005 0.003 -0.007 0.0758
H 0.2392 -5.2429 7.1650 0.046 0.015 0.047 0.1111
H -0.9830 -5.7953 8.2958 0.055 0.011 0.061 0.1055
H 0.6480 -4.4517 9.5089 0.044 0.067 0.004 0.1160
H -0.8927 -3.6147 9.4998 0.003 0.091 -0.031 0.1193
C -0.6451 -3.1490 -0.1170 0.048 -0.099 0.081 -0.1034
C -1.6594 -4.2653 0.1109 0.185 0.132 -0.091 -0.2533
C -2.8079 -3.8411 1.0331 -0.040 -0.245 -0.226 -0.1868
C -2.3380 -3.5161 2.3760 -0.038 0.149 -0.033 -0.2418
N -1.9378 -3.2339 3.4138 0.055 -0.089 0.124 0.1503
H -0.1648 -2.8523 0.8177 -0.051 0.028 0.017 0.0362
H 0.1347 -3.4710 -0.8061 -0.023 0.037 -0.044 0.0568
H -1.1206 -2.2672 -0.5494 0.004 0.017 -0.018 0.0797
H -1.1572 -5.1405 0.5288 -0.046 -0.019 0.032 0.1083
H -2.0854 -4.5703 -0.8470 -0.059 -0.009 0.026 0.1057
H -3.5498 -4.6380 1.1087 -0.009 0.010 0.072 0.1175
H -3.3219 -2.9709 0.6213 0.007 0.055 0.136 0.1044



Entry 3:
13
Properties=species:S:1:pos:R:3:forces:R:3:lowdin_charge:R:1 method="wB97M-V/def2-TZVPD" e_homo_ev=-9.91 de_lowest_kcal_mol=11.9 total_energy_ev=-8810.011 smiles="CCNC(=O)O" total_charge=0 molar_mass_g_mol=89.09 homo_lumo_gap_ev=10.72
C -0.7605 -0.2228 0.7855 2.837 -1.123 0.441 -0.2029
N 0.6927 -0.3068 0.4106 -0.011 -0.790 0.432 0.0581
C 1.4391 0.7350 0.0639 -0.825 1.920 -2.679 -0.6114
O 2.5606 0.4228 -0.6803 -0.275 -0.748 0.944 0.0764
O 1.0554 1.8968 0.0776 0.292 -0.353 0.794 0.0515
C -1.6387 -0.4814 -0.4047 -0.380 -0.234 0.354 -0.0835
H -0.8149 0.7363 1.2811 -0.677 0.193 -0.070 0.1139
H -0.7742 -1.0288 1.5274 -0.866 0.275 0.085 0.1137
H 1.0965 -1.2055 0.2115 -0.147 -0.142 -0.019 0.1405
H 2.7042 1.2105 -1.2134 0.216 0.259 0.158 0.1095
H -1.4036 -1.4146 -0.9130 0.488 -0.050 0.032 0.0724
H -2.6553 -0.6772 -0.0372 -0.041 0.754 -0.382 0.0801
H -1.5013 0.3357 -1.1088 -0.612 0.039 -0.091 0.0817